This record from OMol25 describes one molecule with the formula C22H26Cl2N4O2. The level of theory is wB97M-V/def2-TZVPD.

Calculated values
Total energy in a.u.: -2143.840731
Total charge: 0
Gap between HOMO and LUMO in eV: 9.13
ΔE to the lowest compared entry with this formula, charge and spin in eV: 1.075

Geometry (Å):
O 3.742 -0.384 0.380
C 3.786 -1.097 -0.604
C 4.201 -0.646 -1.978
C 3.083 -0.801 -3.047
N 1.803 -0.207 -2.771
C 1.838 1.207 -2.447
C 0.420 1.767 -2.503
N -0.422 1.053 -1.563
C -1.739 1.648 -1.452
C -1.694 2.955 -0.707
C -0.733 3.170 0.273
C -0.710 4.355 0.985
C -1.651 5.338 0.731
C -2.613 5.131 -0.243
C -2.632 3.947 -0.959
C -0.453 -0.350 -1.917
C 0.963 -0.907 -1.823
N 3.523 -2.435 -0.502
N 2.862 -2.864 0.657
C 1.725 -3.596 0.536
O 1.409 -4.129 -0.505
C 0.932 -3.687 1.832
C 0.080 -2.448 1.918
C 0.542 -1.295 2.543
C -0.243 -0.158 2.596
C -1.506 -0.152 2.025
Cl -2.501 1.250 2.137
C -1.964 -1.296 1.377
Cl -3.524 -1.309 0.642
C -1.174 -2.432 1.322
H 5.058 -1.236 -2.304
H 4.502 0.399 -1.907
H 2.912 -1.863 -3.248
H 3.461 -0.346 -3.969
H 2.465 1.720 -3.178
H 2.244 1.381 -1.438
H 0.431 2.825 -2.233
H 0.035 1.670 -3.535
H -2.212 1.796 -2.441
H -2.373 0.953 -0.890
H -0.005 2.396 0.463
H 0.043 4.512 1.744
H -1.636 6.263 1.289
H -3.351 5.894 -0.446
H -3.384 3.789 -1.719
H -1.098 -0.882 -1.215
H -0.834 -0.508 -2.941
H 0.953 -1.974 -2.060
H 1.305 -0.771 -0.782
H 3.279 -3.000 -1.306
H 2.992 -2.191 1.407
H 1.612 -3.753 2.681
H 0.306 -4.577 1.788
H 1.515 -1.280 3.011
H 0.117 0.732 3.088
H -1.541 -3.308 0.811

Force components x, y, z for each atom (eV/Å):
O -0.1 0.2 0.1
C 0.3 -0.2 0.0
C -0.3 0.2 -0.3
C 0.3 0.0 0.1
N -0.1 0.1 0.0
C -0.2 0.1 -0.1
C 0.3 0.1 0.0
N -0.1 0.0 -0.1
C 0.0 -0.1 0.0
C 0.0 0.1 -0.1
C 0.0 0.1 -0.1
C 0.0 0.0 0.0
C 0.0 0.1 0.1
C -0.1 0.1 0.0
C 0.0 -0.1 0.0
C 0.2 -0.2 0.2
C -0.4 -0.2 0.0
N -0.3 -0.5 0.0
N 0.5 0.5 0.0
C 0.2 -0.2 0.3
O -0.2 -0.1 -0.3
C 0.0 0.1 -0.3
C -0.2 0.1 0.1
C -0.1 -0.1 0.0
C 0.0 0.0 -0.1
C 0.0 -0.1 -0.1
Cl 0.0 0.0 0.2
C 0.0 0.1 0.1
Cl -0.1 -0.1 -0.1
C 0.1 0.1 0.1
H 0.1 0.0 0.0
H 0.0 -0.1 0.1
H 0.0 0.0 -0.1
H 0.1 -0.1 0.0
H 0.0 0.0 0.0
H 0.0 0.1 0.0
H 0.0 0.0 -0.1
H 0.0 0.0 0.1
H 0.0 0.0 0.1
H 0.0 0.0 -0.1
H 0.1 -0.1 0.0
H 0.1 0.0 0.1
H 0.0 0.1 0.0
H 0.0 0.1 0.0
H -0.1 0.0 -0.1
H 0.0 0.0 0.0
H 0.0 0.0 0.1
H 0.0 0.0 0.0
H -0.1 -0.1 0.0
H 0.0 0.1 0.1
H -0.1 -0.2 -0.1
H 0.0 0.0 0.0
H 0.1 0.0 0.0
H 0.1 0.0 0.1
H 0.0 0.1 0.1
H -0.1 -0.1 -0.1